[1]
{"formula": "C3H10N4", "method": "the ωB97M-V functional and the def2-TZVPD basis", "smiles": "N/C=N\\CN.C=N", "spin_multiplicity": 1, "total_charge": 0, "de_lowest_kj_mol": 187.5, "e_tot_ev": -9231.6408, "homo_lumo_gap_ev": 9.3, "elements": ["N", "N", "N", "N", "C", "C", "C", "H", "H", "H", "H", "H", "H", "H", "H", "H", "H"], "coordinates": [[-2.07, 0.05, 0.48], [1.92, 0.28, 0.68], [0.45, 0.63, -1.15], [0.36, -1.72, -0.36], [0.00, -0.69, -1.34], [1.11, 1.03, -0.13], [-1.45, 0.97, 1.12], [-1.19, -0.52, -1.13], [0.33, -1.04, -2.33], [1.23, 2.10, -0.03], [0.13, -2.63, -0.73], [1.93, -0.72, 0.51], [-0.23, -1.59, 0.46], [2.64, 0.74, 1.22], [-0.77, 0.67, 1.91], [-2.83, 0.40, -0.11], [-1.54, 2.04, 0.93]], "nbo_charge": [-0.658, -0.863, -0.517, -0.892, -0.079, 0.263, -0.038, 0.198, 0.193, 0.166, 0.367, 0.428, 0.371, 0.391, 0.165, 0.349, 0.158]}

[2]
{"formula": "C3H10N4", "method": "the ωB97M-V functional and the def2-TZVPD basis", "smiles": "[H]/N=C(\\C)NN.C=N", "spin_multiplicity": 1, "total_charge": 0, "de_lowest_kj_mol": 174.2, "e_tot_ev": -9231.7787, "homo_lumo_gap_ev": 10.1, "elements": ["N", "N", "N", "N", "C", "C", "C", "H", "H", "H", "H", "H", "H", "H", "H", "H", "H"], "coordinates": [[-1.03, 1.30, 0.00], [1.62, 1.73, 0.32], [-0.57, -1.08, -2.33], [1.04, 0.50, 0.73], [-1.03, -0.72, 1.37], [-0.35, 0.45, 0.70], [0.55, -1.42, -1.82], [1.30, 2.47, 0.95], [1.25, -0.68, -1.27], [-1.44, -1.39, 0.60], [-2.02, 1.02, -0.04], [-0.32, -1.29, 1.98], [-0.67, -0.05, -2.28], [1.14, 1.98, -0.56], [1.51, 0.02, 1.50], [-1.85, -0.36, 2.00], [0.86, -2.48, -1.84]], "nbo_charge": [-0.766, -0.642, -0.611, -0.469, -0.696, 0.440, -0.072, 0.339, 0.170, 0.248, 0.348, 0.211, 0.343, 0.372, 0.387, 0.235, 0.161]}